Entry 1:
Below is the ion CH2FO4S with charge -1 in a non-equilibrium geometry, with properties calculated with the ωB97M-V functional and the def2-TZVPD basis.

Each line ends with the Löwdin charge.
Cartesian coordinates (Å):
O  -0.97  -1.41  1.15  -0.38
S  -0.98  -0.33  0.16  0.45
O  -1.70  -0.64  -1.09  -0.37
O  -1.25  0.96  0.77  -0.35
C  0.81  -0.14  -0.44  -0.31
O  1.43  1.08  0.55  -0.17
F  0.80  0.36  -1.66  0.02
H  1.44  -0.92  -0.32  0.08
H  0.42  1.05  0.87  0.02

Output
ΔE to the lowest compared entry with this formula, charge and spin in eV: 1.542
SMILES string: O=S(=O)([O-])[C@H](O)F
HOMO energy in eV: -5.71
HOMO-LUMO gap in eV: 9.891
Charge: -1

Entry 2:
Below is a cluster of 2 separate species, CH2FOPS in total in a non-equilibrium geometry, with properties calculated with the ωB97M-V functional and the def2-TZVPD basis.

Each line ends with the Löwdin charge.
Cartesian coordinates (Å):
C  -0.63  0.24  -1.36  -0.59
O  1.24  0.25  0.88  -0.54
F  -0.11  -1.12  2.67  -0.46
P  -1.29  1.79  -1.35  0.64
S  1.37  -0.80  1.85  0.97
H  -1.04  -0.62  -0.85  -0.04
H  0.46  0.26  -1.83  0.02

Output
ΔE to the lowest compared entry with this formula, charge and spin in eV: 3.930
HOMO energy (spin up / spin down) in eV: -9.50 / -8.08
HOMO-LUMO gap (spin up / spin down) in eV: 8.935 / 6.440

Entry 3:
Below is a structure of composition CH2I2O in a non-equilibrium geometry, with properties calculated with the ωB97M-V functional and the def2-TZVPD basis.

Each line ends with the Löwdin charge.
Cartesian coordinates (Å):
C  1.18  0.01  -0.59  -1.20
O  -1.00  -0.77  0.53  -0.12
I  1.92  -1.76  0.05  0.78
I  2.10  1.83  0.07  0.63
H  -1.04  -1.54  0.82  -0.13
H  -0.65  -0.78  -0.48  0.05

Output
ΔE to the lowest compared entry with this formula, charge and spin in eV: 3.944
HOMO energy in eV: -8.89
HOMO-LUMO gap in eV: 7.350

Entry 4:
Below is a structure of composition CH2I2O2 in a non-equilibrium geometry, with properties calculated with the ωB97M-V functional and the def2-TZVPD basis.

Each line ends with the Löwdin charge.
Cartesian coordinates (Å):
C  -2.74  -0.10  0.99  -1.45
O  -0.14  -0.10  0.07  -0.15
O  -2.65  -0.03  2.14  -0.08
I  -3.34  1.56  -0.14  0.80
I  -2.72  -1.95  -0.08  0.79
H  0.19  -0.73  0.80  0.09
H  0.58  0.34  -0.30  0.00

Output
ΔE to the lowest compared entry with this formula, charge and spin in eV: 0.483
HOMO energy in eV: -9.53
HOMO-LUMO gap in eV: 8.923

Entry 5:
Below is an isolated molecule of CH2IN2PS in a non-equilibrium geometry, with properties calculated with the ωB97M-V functional and the def2-TZVPD basis.

Each line ends with the Löwdin charge.
Cartesian coordinates (Å):
S  3.08  0.33  -0.04  0.70
C  1.76  -0.24  -0.64  -0.95
N  0.91  -0.87  -1.21  -0.01
N  -0.78  -0.56  -1.13  -0.30
P  -1.13  -0.07  0.30  0.27
I  -0.71  2.25  0.89  0.38
H  -0.63  -0.69  1.43  -0.04
H  -2.50  -0.17  0.40  -0.04

Output
ΔE to the lowest compared entry with this formula, charge and spin in eV: 2.727
SMILES string: S=C=NN=[PH2]I
HOMO energy in eV: -9.17
HOMO-LUMO gap in eV: 8.303

Entry 6:
Below is a cluster of 2 separate species, CH2INO2S in total in a non-equilibrium geometry, with properties calculated with the ωB97M-V functional and the def2-TZVPD basis.

Each line ends with the Löwdin charge.
Cartesian coordinates (Å):
C  -0.14  -0.64  0.11  -0.33
N  -1.83  0.60  0.55  0.07
O  -2.40  0.79  -0.40  0.07
O  0.93  1.56  -0.81  -0.59
S  1.06  0.68  0.37  0.41
I  3.19  -0.61  0.19  0.36
H  -0.24  -1.40  0.76  -0.01
H  -0.58  -0.96  -0.78  0.03

Output
ΔE to the lowest compared entry with this formula, charge and spin in eV: 1.775
HOMO energy (spin up / spin down) in eV: -8.70 / -8.89
HOMO-LUMO gap (spin up / spin down) in eV: 7.501 / 7.505

Entry 7:
Below is the ion CH2INO3P with charge -1 in a non-equilibrium geometry, with properties calculated with the ωB97M-V functional and the def2-TZVPD basis.

Each line ends with the Löwdin charge.
Cartesian coordinates (Å):
C  -2.05  -0.04  0.23  -0.06
N  -1.01  -0.71  0.08  -0.07
O  -0.02  -0.12  -0.74  -0.35
P  1.57  0.30  -0.14  -0.08
O  2.13  0.97  -1.28  -0.40
O  1.40  0.97  1.18  -0.42
I  2.73  -1.90  -0.03  0.27
H  -2.82  -0.44  0.78  0.04
H  -1.94  0.97  -0.09  0.07

Output
ΔE to the lowest compared entry with this formula, charge and spin in eV: 0.000
SMILES string: C=NO[P@@](=O)([O-])I
HOMO energy in eV: -5.39
HOMO-LUMO gap in eV: 8.478
Charge: -1

Entry 8:
Below is a cluster of 2 separate species, CH2INS in total in a non-equilibrium geometry, with properties calculated with the ωB97M-V functional and the def2-TZVPD basis.

Each line ends with the Löwdin charge.
Cartesian coordinates (Å):
C  0.01  -1.60  -1.11  -0.60
N  0.14  0.59  0.69  -0.48
S  -1.36  -2.17  -0.84  0.69
I  1.98  1.45  0.05  0.58
H  -0.26  1.52  1.07  -0.02
H  -0.52  0.22  0.13  -0.17

Output
ΔE to the lowest compared entry with this formula, charge and spin in eV: 2.979
HOMO energy in eV: -8.98
HOMO-LUMO gap in eV: 8.689